Entry 1:
116
Properties=species:S:1:pos:R:3:forces:R:3:mulliken_charge:R:1 method="wB97M-V/def2-TZVPD" lumo_energy_ev=6.29 total_charge=-5 total_energy_ev=-354748.558
Li 3.739215 0.395777 -0.305753 0.0411 -0.1859 0.9231 0.807
Li 2.585895 1.711060 -2.206833 -0.9484 0.0193 -0.2886 0.816
C -6.502745 -2.692788 -5.636054 1.2881 0.8502 0.5967 0.676
F -6.816430 -1.621278 -6.373781 -0.1681 -0.5272 -0.6777 -0.240
F -6.517182 -2.231283 -4.395997 -0.1280 -0.7187 0.4837 -0.207
F -7.391128 -3.666721 -5.801045 -0.4722 0.0983 -0.0039 -0.231
S -4.832347 -3.398768 -6.163005 0.7340 1.2572 -3.1253 0.984
O -4.692126 -4.748173 -5.683339 -0.3319 0.7860 0.6081 -0.584
O -4.994942 -3.302462 -7.616650 0.0663 0.1907 1.2207 -0.726
N -3.683659 -2.237188 -5.727747 -2.3362 -1.6305 -1.2627 -0.390
S -2.996779 -2.838750 -4.474306 1.6697 -1.6617 4.4166 1.120
O -3.873199 -3.016321 -3.311920 0.6007 0.5828 -1.3090 -0.621
O -2.131296 -3.984554 -4.718210 0.0240 1.0033 -0.3137 -0.682
C -1.799315 -1.468831 -3.850544 -1.0082 0.6062 -0.7267 0.518
F -2.372973 -0.265134 -3.942140 -0.1681 -0.0365 -0.1221 -0.232
F -1.560935 -1.674442 -2.558004 0.4227 -0.4723 -0.5692 -0.153
F -0.658344 -1.388875 -4.572862 -0.2336 -0.5429 0.5824 -0.229
C 5.528743 -3.806462 1.212507 -2.0182 -0.4809 0.9466 0.580
F 5.146873 -3.123349 2.304798 0.8414 -0.0852 -0.0201 -0.249
F 4.334523 -4.230982 0.700258 1.1534 0.0616 -0.4334 -0.220
F 6.096920 -2.939783 0.376023 0.1594 -0.3913 -0.1914 -0.151
S 6.615400 -5.287931 1.684086 -0.5498 0.2884 0.1436 0.960
O 6.919066 -5.997164 0.472262 -0.6300 -0.0024 0.1052 -0.650
O 7.740953 -4.607406 2.306392 -1.0350 -0.5768 -0.1201 -0.589
N 5.513687 -6.153147 2.670600 2.4868 1.9061 -1.1648 -0.411
S 6.244075 -6.121951 4.096130 0.2770 -1.2632 0.8195 1.078
O 7.504898 -6.827321 4.090680 0.0100 -0.3324 0.1805 -0.682
O 6.241151 -4.875271 4.800984 -0.6376 0.0512 0.3440 -0.613
C 5.127758 -7.354593 5.033772 0.2640 1.5218 -0.7974 0.608
F 3.896089 -6.881273 5.179837 -0.2824 -0.0397 0.0007 -0.221
F 5.073608 -8.517945 4.404517 0.0118 -0.3894 -0.0297 -0.229
F 5.642571 -7.533242 6.248431 0.2156 -0.2220 0.3000 -0.228
C 0.510514 4.867581 4.336292 -0.9634 -0.8225 0.5202 0.684
F 0.616078 3.721182 3.632786 -0.2644 0.6753 0.0377 -0.195
F 1.557757 4.851358 5.179883 -0.0278 0.6563 -0.1974 -0.243
F 0.544360 5.905362 3.515927 0.5872 -0.1225 0.0295 -0.203
S -1.097648 4.940300 5.336161 -1.1615 0.2872 0.4518 0.923
O -0.957377 3.897404 6.323029 -0.1533 -0.3860 -1.1467 -0.623
O -1.156407 6.263326 5.935785 0.6638 -0.6756 -0.4512 -0.608
N -2.281692 4.677609 4.172519 2.5696 0.8071 2.0902 -0.238
S -2.890805 6.078380 3.713275 -1.7499 0.3373 -2.1062 0.913
O -2.103286 7.286748 3.770477 -0.2333 -0.3089 0.5204 -0.604
O -3.560207 5.913204 2.430846 0.2029 -0.3615 1.5522 -0.620
C -4.336787 6.268214 4.996648 1.4048 1.0213 -2.2338 0.616
F -5.198151 7.137140 4.435453 -0.5229 0.0899 0.0650 -0.258
F -4.974812 5.139969 5.220705 -0.0279 -0.1611 0.5486 -0.233
F -3.898957 6.852333 6.105768 -0.2171 -0.4408 0.7349 -0.223
C 3.917439 -1.731410 -3.491202 0.5552 0.1775 -0.2649 0.754
F 4.892305 -2.210377 -2.744147 0.5220 0.1028 0.4008 -0.188
F 4.006559 -2.316168 -4.680740 -0.4769 0.1393 -0.0782 -0.216
F 2.780658 -1.966319 -2.893684 -0.3279 0.0773 -0.3182 -0.139
S 4.169861 0.125255 -3.773209 -1.0987 0.2655 1.1833 0.755
O 5.352833 0.351279 -4.540870 0.1762 -0.6260 0.4733 -0.569
O 2.942753 0.669795 -4.279696 -0.1341 -0.0820 0.5172 -0.614
N 4.295976 0.681044 -2.075545 -0.4516 -2.4827 -5.1129 -0.398
S 5.520192 1.640222 -2.024954 0.8829 2.3669 2.2807 1.050
O 5.549240 2.721785 -2.970638 0.5076 -0.9879 -0.0987 -0.622
O 5.396867 2.025170 -0.631644 1.0211 -0.1366 0.3866 -0.709
C 7.102402 0.562667 -2.044378 0.1190 0.8422 0.4578 0.567
F 7.998281 1.156372 -1.244628 -0.1829 0.2516 -0.2064 -0.225
F 6.808694 -0.598628 -1.484753 -0.1446 -0.2563 -0.4120 -0.114
F 7.661053 0.420453 -3.232656 -0.1513 -0.2189 0.0637 -0.205
C 1.313669 -1.369479 0.252270 -0.1089 0.9786 -0.2016 0.498
F 2.639873 -1.476026 -0.076988 0.6261 -0.0128 0.0375 -0.369
F 0.716540 -2.456687 -0.146985 -0.1097 0.0053 0.0941 -0.016
F 1.225768 -1.179682 1.548440 0.0163 -0.3196 -0.1657 -0.124
S 0.661438 0.138787 -0.668633 0.0277 -2.1647 -1.5412 0.611
O 0.806697 -0.161218 -2.086261 0.9595 0.8501 1.0468 -0.529
O -0.669674 0.246667 -0.172028 0.8741 0.9505 0.2461 -0.294
N 1.969411 1.279225 -0.303066 -2.6206 -1.2648 -0.2950 0.212
S 1.176731 2.270740 0.703394 -2.7895 2.2543 1.6823 0.461
O 0.089227 3.012348 0.061589 2.1815 -0.9511 0.1491 -0.511
O 0.823224 1.661842 1.971074 1.4077 0.3033 -1.4080 -0.555
C 2.527359 3.541390 0.982879 -1.4021 1.1521 1.4590 0.318
F 3.416717 3.582014 0.000427 0.2851 -0.1853 0.1691 -0.129
F 1.967060 4.756127 1.085491 -0.0206 -0.3925 -0.6141 -0.194
F 3.056455 3.336195 2.194213 0.9147 -0.5732 -0.6996 -0.198
C -3.997693 -6.731306 3.716830 -0.9327 1.3589 0.9690 0.685
F -4.869874 -7.183730 2.826919 0.0047 -0.1317 -0.6748 -0.242
F -3.917353 -7.659481 4.672379 0.3593 -0.4170 0.3507 -0.258
F -2.821897 -6.537309 3.173004 0.4054 -0.2787 -0.3212 -0.204
S -4.684282 -5.130865 4.491357 -1.9817 0.5519 -1.7821 0.969
O -6.120843 -5.343008 4.521243 0.6533 -0.2900 -0.2676 -0.683
O -4.087845 -5.017400 5.789440 0.7798 0.2934 -0.3224 -0.598
N -4.435513 -4.018149 3.265432 -0.1827 -2.3100 2.4773 -0.355
S -3.134695 -3.163437 3.482417 2.6772 0.7454 -0.7281 0.966
O -3.408197 -1.836368 3.929426 -0.3319 0.4308 -0.0843 -0.619
O -1.986343 -3.804250 4.110959 -0.8700 -0.1283 -0.5531 -0.646
C -2.627121 -2.967636 1.635963 -0.7478 1.0619 0.8652 0.627
F -2.140874 -4.073219 1.098406 0.0524 -0.3198 0.0063 -0.228
F -3.696826 -2.559960 0.952511 -0.1667 -0.3679 -0.1730 -0.241
F -1.718663 -1.984835 1.492825 0.2210 -0.3897 0.3924 -0.220
C -2.450470 7.112721 -6.006134 -0.5561 -0.1178 1.2680 0.684
F -3.098321 7.418426 -7.140288 0.5001 0.6239 0.1133 -0.250
F -2.096991 5.848000 -6.106085 0.1637 -0.1510 0.0605 -0.205
F -1.342911 7.848538 -5.814543 -0.0820 0.1164 -0.8212 -0.244
S -3.571628 7.440135 -4.500440 0.4221 0.1885 2.2323 0.897
O -3.409371 8.814484 -4.042995 0.8559 -1.1286 -0.7800 -0.656
O -4.897503 7.148641 -4.976745 0.4086 -0.3207 -0.1102 -0.565
N -2.860220 6.378013 -3.331063 -0.6936 2.9356 -2.8666 -0.409
S -3.843886 5.173708 -3.257758 -2.0061 -3.3395 0.2583 1.104
O -4.991324 5.420346 -2.411328 0.6247 -0.0932 -0.0794 -0.684
O -4.145215 4.476853 -4.508969 0.6440 0.6602 0.6782 -0.651
C -2.808135 3.849011 -2.368505 -1.1949 0.5941 -0.1235 0.557
F -2.629531 4.114439 -1.087558 0.6755 0.6208 -0.0386 -0.128
F -3.531993 2.734520 -2.397106 0.0990 -0.2645 -0.5004 -0.210
F -1.645845 3.650078 -2.995906 0.1213 -0.0319 0.2113 -0.191
O 2.492267 -5.098077 -1.120864 -0.0591 -0.0383 -0.3585 -0.594
H 1.972592 -4.913720 -1.911634 -0.0894 -0.0095 0.1283 0.331
H 2.991511 -4.293049 -0.960388 0.0252 -0.0095 0.1079 0.289
O -1.378824 1.406982 3.925752 -0.0476 -0.2910 0.2221 -0.507
H -0.920446 0.560255 3.950020 -0.1139 0.0054 -0.0473 0.281
H -0.680390 2.056036 3.817966 -0.0606 0.0656 -0.1454 0.198
O -2.768930 3.064399 1.453494 -0.1022 -0.2390 0.1326 -0.483
H -2.299580 3.741759 0.963413 -0.0121 0.0617 0.0378 0.242
H -2.453086 2.231524 1.086896 0.0557 0.0309 0.1045 0.236


Entry 2:
23
Properties=species:S:1:pos:R:3:forces:R:3:mulliken_charge:R:1 method="wB97M-V/def2-TZVPD" e_above_lowest_kj_mol=209.3 lumo_energy_ev=3.40 total_charge=-1 total_energy_ev=-15654.131
C -2.218872 1.011470 -3.466197 1.1846 -2.4748 1.1934 -0.757
C -2.379976 -0.591646 -3.392055 -2.0671 3.4407 -0.7637 0.630
O -3.483970 -1.069234 -3.699182 2.0837 -0.4174 0.7038 -0.654
O -1.251719 -1.037155 -3.029452 0.7852 -2.2277 0.4254 -0.508
H -2.160920 1.251463 -2.367769 -0.6283 0.3700 -1.0740 0.130
H -3.059524 1.352059 -4.051928 0.2031 0.9029 0.0390 0.315
H -1.144910 1.117976 -3.787558 -1.4108 0.5256 -0.3469 0.274
C 2.108790 1.237645 3.296735 0.0167 0.0266 1.1242 -1.173
C 0.207015 -1.116074 0.139622 0.0238 -0.8818 -1.1109 0.753
C -0.657855 -0.265347 0.914659 2.2574 -0.2891 0.7237 -0.680
C 1.569943 -1.382469 0.575295 -3.0609 1.3608 0.0721 -0.786
C 0.001960 0.304932 2.053935 0.9177 1.7439 -0.8368 -0.306
C 2.036139 -0.728956 1.651975 3.7436 -0.7167 1.6193 -0.011
C 1.389634 0.247797 2.390915 -1.6704 -0.6063 -1.2973 0.291
O -0.107911 -1.737727 -0.975973 -0.8755 0.6874 -0.3016 -0.806
H -0.851628 -1.331350 -2.008300 0.3782 -0.2961 0.7109 0.346
H -1.665525 0.062221 0.569838 0.9392 -0.5611 0.4765 0.347
H 2.230190 -1.908189 -0.048556 0.3873 -1.0580 -0.6499 0.405
H -0.439257 1.154117 2.536876 -0.9981 0.2386 0.3587 0.227
H 3.082630 -1.075652 1.970786 -1.0844 1.0110 -0.4650 0.149
H 3.200285 1.572821 3.047839 -2.0606 -0.9458 0.0279 0.262
H 2.119881 0.770484 4.326495 0.2857 0.8099 -0.7269 0.248
H 1.475594 2.160822 3.351995 0.6500 -0.6426 0.0981 0.302


Entry 3:
59
Properties=species:S:1:pos:R:3:forces:R:3:mulliken_spin:R:1 method="wB97M-V/def2-TZVPD" s2=0.769 lumo_energy_ev="-3.77 / -7.35" total_charge=+1 spin_multiplicity=2 total_energy_ev=-63169.961
Zr 0.045382 0.164019 -0.580286 -2.9693 -2.2512 -1.1734 -0.084
O 1.352905 1.924659 -1.007781 1.8123 -1.4663 1.9653 0.533
C 2.623398 1.754514 -0.330987 -1.9255 0.2742 -0.6938 0.025
C 2.659318 0.626772 0.819639 -1.2413 -0.7559 -0.3287 0.041
O 1.792209 -0.505314 0.627972 0.3095 2.7767 -1.4005 0.227
H 3.006088 2.725480 -0.016533 -0.2815 0.1265 0.4143 0.012
H 3.350439 1.475362 -1.093607 0.0747 -0.7243 -0.3255 0.085
H 2.306945 1.105410 1.733334 -0.1646 0.5831 0.1003 0.038
H 3.710564 0.406711 1.005545 0.0234 -0.5480 -0.3055 -0.007
O -0.965578 -1.798982 -0.747036 2.1249 2.8820 -0.3502 0.044
C -2.110413 -1.788386 -1.567825 -1.2629 2.1671 1.2559 0.002
C -2.186605 -0.498560 -2.535048 0.4544 0.3936 -0.4939 0.000
O -1.447829 0.699585 -2.125945 2.2155 -2.8797 2.3389 0.059
H -2.878685 -1.679390 -0.802337 -0.8288 0.2280 -0.2621 0.005
H -2.386699 -2.739296 -2.023399 0.7202 -0.0131 -0.6348 0.000
H -3.146615 -0.063549 -2.812968 -0.7324 -0.6900 0.8477 0.002
H -1.887626 -0.814673 -3.534440 0.8737 -0.0693 -0.1583 0.009
C 0.763712 -4.123597 -4.863042 -0.0219 -1.6678 -0.9036 0.000
C 0.620496 -3.074748 -3.828034 -1.7502 -0.7961 0.6628 0.000
O 1.781055 -2.344730 -3.913340 2.8401 3.9414 1.7352 0.000
C 1.999623 -1.292434 -3.105628 -2.8841 -2.3739 -0.0985 -0.010
O 1.243012 -0.920305 -2.188375 1.9022 -0.2319 -2.2424 0.007
C 3.320686 -0.685802 -3.468368 3.2864 2.7768 0.0057 -0.005
F 4.142840 -1.389060 -4.303525 -1.7811 0.8581 1.5809 0.000
F 3.195871 0.584046 -3.971523 -0.6404 -1.5150 -0.2358 0.000
F 3.965548 -0.432465 -2.286181 -0.0804 -1.0871 -0.5639 0.000
H 0.881949 -5.112431 -4.419944 -0.5912 -0.0764 0.1173 0.000
H 1.710808 -4.071248 -5.400031 -0.1537 0.6462 -0.2302 0.000
H -0.066923 -4.118554 -5.568820 0.1708 -0.1795 -0.0002 0.000
H 0.543587 -3.521638 -2.836845 -0.1709 0.2793 0.1706 0.000
H -0.210944 -2.390084 -3.995462 -0.1996 -0.1447 0.0837 0.000
C 1.393698 -1.272608 4.310269 -0.7078 -0.7932 -1.1170 0.003
C 0.390109 -2.137460 3.503450 0.2492 -0.5103 0.1929 -0.001
O -0.996960 -1.743478 3.655460 -2.3030 3.1860 -2.1714 0.000
C -1.524655 -0.780032 2.777312 3.1199 -0.9845 0.2976 -0.002
O -0.847916 -0.221945 1.895872 -1.7235 -1.2318 1.4453 0.004
C -3.006285 -0.345622 3.115841 0.4027 -1.1630 0.3164 0.000
F -3.701914 -0.053731 2.028015 0.7128 1.1416 -0.0842 0.000
F -3.707739 -1.347069 3.657108 0.7636 0.5724 0.7939 0.000
F -2.851712 0.713562 3.972706 -0.7452 -1.0377 -1.0483 0.000
H 0.993678 -1.123250 5.313159 0.2457 0.2146 -0.0789 0.000
H 1.641476 -0.355659 3.775578 -0.3376 0.2122 0.2560 -0.001
H 2.326822 -1.835234 4.339082 -0.0416 -0.0961 0.2697 0.000
H 0.312879 -3.149434 3.901007 0.4008 0.0749 0.2089 0.000
H 0.606095 -2.266713 2.442920 0.1945 0.4685 0.0045 -0.002
C -0.102406 3.103455 2.984306 -0.1780 -0.2755 0.9812 0.000
C -0.093911 4.181926 1.892301 1.0470 -1.4524 1.7771 0.001
O -1.375287 4.191622 1.306792 -1.9658 -2.1014 -3.2002 0.000
C -1.817667 3.118059 0.536001 2.4591 -0.9806 2.1584 -0.002
O -1.232409 2.013892 0.377511 -1.0874 3.3793 0.1293 0.018
C -3.268509 3.359132 0.049405 -2.2543 -0.2414 -0.6225 0.000
F -4.047459 2.254718 0.074257 1.2082 0.1186 0.5002 0.000
F -3.909106 4.246950 0.853124 1.0873 -0.3818 -1.1682 0.000
F -3.276787 3.715527 -1.254952 0.4970 0.5933 1.2484 0.000
H 0.819729 3.053662 3.563358 0.2853 0.0504 -0.3583 -0.001
H -0.405836 2.091338 2.716658 0.4759 0.0770 -0.6862 -0.001
H -0.844479 3.312157 3.754935 -0.1853 0.6217 -0.0728 0.000
H 0.728140 4.047975 1.189166 -0.3297 -0.1092 -0.3897 -0.001
H 0.069891 5.126950 2.410178 -0.4178 0.1858 -0.4595 0.000


Entry 4:
9
Properties=species:S:1:pos:R:3:forces:R:3:mulliken_charge:R:1 method="wB97M-V/def2-TZVPD" e_above_lowest_kj_mol=425.8 lumo_energy_ev=0.80 total_charge=0 total_energy_ev=-6254.967
C -1.197996 0.329866 0.039596 0.0020 0.0090 -0.0546 -0.938
C 0.080861 -0.394327 -0.263121 -0.4960 0.0860 0.1408 0.939
O 0.513345 -1.331220 0.529917 0.0327 0.1419 -0.0528 -0.442
C 1.071890 0.088278 -1.234376 0.1504 -0.1934 0.3115 -0.800
C 1.697832 -0.225804 -0.114723 0.2960 0.3241 -0.2980 0.029
H -1.365900 1.145018 -0.664683 0.0603 -0.1280 0.1090 0.316
H -1.164338 0.712852 1.063952 0.0182 -0.0678 -0.1162 0.282
H -2.030931 -0.378655 -0.022644 0.1709 0.0341 0.0048 0.289
H 2.395234 0.053990 0.666084 -0.2346 -0.2059 -0.0446 0.325


Entry 5:
17
Properties=species:S:1:pos:R:3:forces:R:3:mulliken_spin:R:1 method="wB97M-V/def2-TZVPD" s2=1.426 e_above_lowest_kj_mol=583.0 lumo_energy_ev="-7.88 / -7.26" total_charge=+1 spin_multiplicity=2 total_energy_ev=-10902.486
C 1.476198 -1.196804 -0.771556 0.5894 -0.5501 0.9038 0.047
N 0.423936 -0.463339 -0.050355 -0.4415 0.8496 1.7854 -0.593
C 0.906626 0.879707 0.360144 -3.0669 1.5429 -1.4758 0.033
C -0.371982 1.838092 0.262758 1.9120 -0.3328 0.4930 -0.024
C -0.745176 -1.028049 0.511804 2.5974 0.0471 -0.8225 0.531
C -2.118672 -0.901048 0.003841 -1.9825 1.3341 0.2233 -0.044
O -2.647878 0.098952 -0.417620 0.7839 -0.2673 -0.2053 0.151
O 2.726177 -0.902127 -0.315770 -1.0640 -0.7405 -0.5224 0.888
H 1.417617 -0.799650 -1.804846 -0.0607 -0.2451 -0.0238 0.019
H 1.537453 1.205246 -0.466072 0.6657 -0.0521 0.6569 0.000
H 1.335243 0.911986 1.392264 -0.1438 -0.4844 -0.9946 -0.029
H -0.754924 1.879713 -0.748782 -0.0147 -0.1369 -0.1021 0.000
H -1.132301 1.464378 0.936038 -0.2127 0.5314 0.2142 -0.006
H 0.032908 2.825801 0.516254 -0.5696 -0.1735 0.2321 0.001
H 1.179578 -2.262432 -0.763586 0.6265 0.0849 -0.1924 0.023
H -0.499782 -1.761551 1.266427 -0.2194 -0.9609 -0.3764 0.001
H -2.765026 -1.788877 0.089061 0.6011 -0.4463 0.2063 0.003